No. 1
The following is a DFT calculation (ωB97M-V with the def2-TZVPD basis set) of a cluster of 2 separate species, C8H12O2 in total at a distorted geometry.

Cartesian coordinates (Å):
C 3.346 1.486 0.427
C 1.960 1.164 -0.111
C 1.722 -0.159 -0.494
C 0.493 -0.597 -0.974
C -0.499 0.364 -1.096
O -1.751 0.067 -1.586
C -0.325 1.674 -0.689
C 0.928 2.075 -0.222
H 3.399 1.232 1.470
H 3.569 2.540 0.347
H 4.069 0.855 -0.088
H 2.517 -0.889 -0.363
H 0.317 -1.613 -1.256
H -1.994 -0.861 -1.581
H -1.173 2.336 -0.699
H 1.060 3.117 0.026
C -3.095 -1.839 1.051
O -2.648 -3.191 1.016
H -3.789 -1.660 1.873
H -2.297 -1.133 0.977
H -3.670 -1.643 0.137
H -2.140 -3.326 1.834

Computed properties:
Kohn-Sham gap: 9.224 eV
Molar mass: 140.18 u
E_HOMO: -0.3102 Eh
Net charge: 0
Energy relative to the best compared isomer or geometry (same formula, charge and spin): 10.57 kcal/mol
Structure (SMILES): Cc1ccc(O)cc1.CO

No. 2
The following is a DFT calculation (ωB97M-V with the def2-TZVPD basis set) of a cluster of 2 separate species, CH2N2O3S in total at a distorted geometry.

Cartesian coordinates (Å):
C -1.189 -0.343 0.550
N 0.778 0.554 0.045
N -0.349 0.692 0.566
O -3.241 1.302 -0.215
O -3.535 -1.104 -0.644
O -2.288 -0.395 1.446
S -2.804 -0.042 -0.053
H -0.457 -1.716 0.050
H 1.279 1.450 0.043

Computed properties:
Kohn-Sham gap: 9.226 eV
Molar mass: 122.11 u
E_HOMO: -0.3858 Eh
Net charge: 0
Energy relative to the best compared isomer or geometry (same formula, charge and spin): 122.71 kcal/mol

No. 3
The following is a DFT calculation (ωB97M-V with the def2-TZVPD basis set) of a structure of composition C18H29BeClF4KLiNO8S at a distorted geometry.

Cartesian coordinates (Å):
C 2.829 -3.272 -2.067
C 1.386 -3.488 -2.518
C 0.332 -3.178 -1.422
C 0.697 -2.088 -0.447
C 0.250 -0.769 -0.487
C -0.699 -0.322 -1.626
C -2.080 -1.022 -1.518
F -0.189 -0.674 -2.851
C 0.692 0.143 0.587
O -0.081 0.988 1.116
C 2.097 -0.026 1.032
N 2.753 1.156 1.359
C 4.052 0.962 2.023
C 2.904 2.067 0.211
C 3.882 1.718 -0.893
O 2.266 3.078 0.212
C 2.554 -1.287 1.064
C 1.597 -2.406 0.715
O 1.537 -3.445 1.322
H 3.033 -2.237 -1.769
H 3.560 -3.584 -2.815
H 2.994 -3.929 -1.185
H 1.193 -2.903 -3.420
H 1.291 -4.551 -2.757
H -0.606 -2.979 -1.936
H 0.249 -4.160 -0.842
H -0.884 0.775 -1.612
H -1.870 -1.878 -0.819
H -2.346 -1.478 -2.501
H -2.900 -0.339 -1.126
H 4.594 1.902 2.113
H 4.684 0.324 1.378
H 3.926 0.438 2.969
H 3.720 2.431 -1.700
H 3.699 0.693 -1.223
H 4.902 1.862 -0.533
H 3.579 -1.502 1.348
Li 4.167 -3.994 -0.172
F 0.087 -5.808 -0.887
K -3.581 -2.868 -0.953
C -4.472 1.791 0.731
O -4.333 3.007 0.587
O -3.164 1.188 1.095
O -5.415 1.042 0.641
H -2.709 2.059 1.085
C 6.601 -0.881 -1.890
O 6.219 -2.039 -1.164
H 5.996 -0.822 -2.794
H 6.437 0.017 -1.293
H 7.656 -0.943 -2.170
H 6.761 -2.090 -0.362
Be -1.396 0.257 0.420
C -8.343 2.942 2.590
S -6.936 3.653 3.463
O -7.407 4.046 4.823
C -6.857 5.127 2.460
H -8.604 2.002 3.074
H -9.191 3.627 2.637
H -8.064 2.753 1.553
H -7.808 5.667 2.512
H -6.633 4.848 1.433
H -6.002 5.807 2.857
F -4.736 0.221 -2.689
F 6.636 -4.070 0.636
Cl -4.505 6.444 2.395

Computed properties:
Kohn-Sham gap: 1.494 eV
Molar mass: 585.99 u
E_HOMO: -0.1636 Eh
Net charge: -1